Entry 1:
{"formula": "O6S2", "method": "ωB97M-V/def2-TZVPD", "smiles": "O=S(=O)([O-])S(=O)(=O)[O-]", "total_charge": -2, "gap_ev": 7.24, "e_above_lowest_ev": 0.108, "homo_energy_ev": -0.66, "total_energy_ha": -1247.83924, "elements": ["O", "O", "O", "O", "O", "O", "S", "S"], "coordinates": [[-1.68152, -0.03502, 1.14540], [0.73891, -2.09491, 0.26144], [-0.68797, 2.04792, 0.28445], [-1.66818, 0.44261, -1.19756], [1.30926, -0.35117, -1.46914], [1.94015, 0.03151, 0.93751], [-0.98223, 0.59135, 0.05514], [1.03157, -0.63228, -0.01723]], "forces_ev_per_angstrom": [[-0.5957, -0.6368, 1.4712], [0.6192, 2.6746, -0.2434], [0.3966, -1.7823, 0.0957], [-0.2929, -0.7533, -1.6837], [0.4052, -0.7337, 2.0115], [-0.4762, -0.8083, -0.5534], [1.2103, 2.1550, 0.7578], [-1.2665, -0.1152, -1.8556]], "mulliken_charge": [-0.631, -0.631, -0.675, -0.613, -0.629, -0.607, 0.916, 0.870]}


Entry 2:
{"formula": "C9H9N3O", "method": "ωB97M-V/def2-TZVPD", "total_charge": 0, "gap_ev": [7.20, 7.20], "e_above_lowest_ev": 4.301, "homo_energy_ev": [-7.72, -7.73], "total_energy_ha": -587.70429, "elements": ["C", "C", "C", "C", "C", "C", "C", "C", "C", "N", "N", "N", "O", "H", "H", "H", "H", "H", "H", "H", "H", "H"], "coordinates": [[2.33491, -1.07714, -1.93787], [2.09822, 0.16039, -2.58852], [1.64487, -1.32216, -0.78059], [1.15845, 1.04885, -2.08982], [0.68657, -0.36861, -0.26480], [0.01152, -0.70306, 0.97125], [-1.59189, -0.03242, 2.68272], [-2.35102, -0.00472, 0.28188], [-1.39763, -0.22888, 1.20410], [-0.26646, 1.79620, -0.50024], [-2.21135, 1.01090, 3.03619], [0.51990, 0.84176, -0.87632], [0.61030, -1.38854, 1.73752], [2.97943, -1.87868, -2.18747], [2.65942, 0.52155, -3.53304], [1.76248, -2.21349, -0.25785], [0.96586, 1.94696, -2.59883], [-1.20361, -0.69884, 3.38346], [-3.31515, 0.09776, 0.51354], [-2.02690, -0.24767, -0.78515], [-0.69750, 1.71011, 0.46669], [-2.37039, 1.02972, 4.12317]], "forces_ev_per_angstrom": [[-0.6203, 0.5515, 0.7788], [0.1807, 0.7335, -0.9261], [-1.5857, 3.0117, -0.5371], [1.7337, -1.8978, -0.1422], [2.0072, -1.0418, -1.4293], [-1.1289, 1.1475, -1.8013], [-1.3000, 1.4502, -1.5508], [5.3404, -2.4400, -1.7363], [-0.1761, -0.3230, 1.4950], [-0.3970, 1.4015, 1.0460], [-1.0058, 0.4326, 2.6127], [-1.1006, 0.0453, -0.1008], [0.3322, -1.3659, 2.0515], [0.8578, -0.1144, -1.0068], [-1.0691, -0.9592, 1.6622], [0.1369, -1.3093, 0.8772], [-0.4436, 1.0683, -0.0777], [0.7956, -1.4500, 0.8067], [-3.5943, 0.8769, 0.8712], [-0.8038, 0.6887, 1.3662], [1.2247, -0.4802, -1.7748], [0.6161, -0.0260, -2.4843]], "mulliken_charge": [-0.430, -0.337, -0.768, -0.372, 1.060, 0.383, -0.312, -0.637, -0.231, -1.420, -0.582, 0.824, -0.555, 0.417, 0.265, 0.452, 0.459, 0.495, 0.498, 0.195, 0.346, 0.251]}


Entry 3:
{"formula": "C24H22N6O2PdS2", "method": "ωB97M-V/def2-TZVPD", "total_charge": 0, "gap_ev": [7.27, 7.06], "e_above_lowest_ev": 0.000, "homo_energy_ev": [-7.31, -7.48], "total_energy_ha": -2331.04819, "multiplicity": 3, "elements": ["Pd", "C", "C", "N", "N", "C", "N", "S", "C", "C", "C", "C", "C", "N", "H", "H", "H", "H", "H", "H", "H", "H", "H", "C", "C", "C", "C", "C", "C", "C", "S", "O", "O", "N", "C", "C", "C", "C", "C", "C", "C", "C", "N", "C", "H", "H", "H", "H", "H", "H", "H", "H", "H", "H", "H", "H", "H"], "coordinates": [[0.75042, 0.82559, -0.18446], [4.71523, 0.07785, -1.85147], [3.35187, 0.63389, -1.59784], [2.92122, 0.96948, -0.43947], [3.77709, 0.85486, 0.62500], [3.14882, 0.93046, 1.78437], [3.97705, 0.90784, 2.86392], [1.45409, 1.06683, 2.13147], [2.39714, 0.83433, -2.74122], [2.83741, 0.77399, -4.05510], [1.92838, 0.97651, -5.08354], [0.60596, 1.23772, -4.77698], [0.24791, 1.29121, -3.43911], [1.11436, 1.09999, -2.45476], [5.08409, -0.39723, -0.94727], [5.42337, 0.86635, -2.12082], [4.68660, -0.64827, -2.66268], [4.95733, 1.05908, 2.69725], [3.59391, 1.14124, 3.76147], [3.87610, 0.57430, -4.27309], [2.25522, 0.92838, -6.11421], [-0.13707, 1.39335, -5.54631], [-0.77411, 1.49149, -3.13666], [-0.99022, -4.38680, 4.98574], [-0.89264, -3.77814, 3.61219], [0.26773, -3.13189, 3.20126], [0.36009, -2.53962, 1.95144], [-0.72962, -2.59809, 1.09525], [-1.89745, -3.25058, 1.47752], [-1.97006, -3.83392, 2.73100], [-0.66484, -1.79220, -0.46671], [0.74700, -1.69668, -0.82128], [-1.56816, -2.49293, -1.33995], [-1.06203, -0.28403, -0.21088], [-2.27320, 0.35753, -0.25289], [-3.52555, -0.20402, -0.31590], [-4.67812, 0.61385, -0.33143], [-4.59817, 1.97463, -0.28835], [-3.32091, 2.58899, -0.23833], [-3.13680, 3.99163, -0.21840], [-1.88113, 4.52007, -0.19036], [-0.77844, 3.64220, -0.17921], [-0.91155, 2.34207, -0.19305], [-2.16758, 1.78914, -0.22061], [-0.00452, -4.62278, 5.38629], [-1.58055, -5.30355, 4.97425], [-1.47149, -3.69514, 5.68098], [1.11897, -3.08837, 3.87075], [1.26447, -2.03453, 1.64358], [-2.72818, -3.32192, 0.78865], [-2.87528, -4.35124, 3.02814], [-3.62182, -1.27917, -0.37494], [-5.64947, 0.13758, -0.37845], [-5.48689, 2.59205, -0.29741], [-4.00781, 4.63673, -0.22714], [-1.71420, 5.58795, -0.17326], [0.23603, 4.02193, -0.14702]], "forces_ev_per_angstrom": [[-0.2132, 0.5455, 0.0279], [0.0395, 0.0325, -0.0094], [-0.3400, 0.1509, -0.5139], [0.2874, -0.2777, 0.2998], [-0.6418, 0.1078, -0.0652], [0.4589, 0.2918, 0.0235], [-0.1156, -0.0750, 0.0273], [0.0665, -0.1394, -0.0325], [0.3202, 0.0103, 0.2800], [-0.0339, -0.0030, -0.1535], [0.0686, -0.0136, 0.0086], [-0.0177, 0.0189, 0.0014], [-0.0418, 0.0026, 0.0931], [0.1045, -0.2124, 0.0123], [-0.0141, -0.0010, 0.0173], [-0.0270, 0.0107, -0.0074], [0.0175, -0.0155, 0.0258], [0.0012, -0.0190, -0.0046], [0.0022, -0.0211, -0.0009], [-0.0083, 0.0033, -0.0131], [0.0009, 0.0003, 0.0062], [0.0091, -0.0005, 0.0081], [-0.0091, -0.0325, -0.0033], [-0.0015, -0.0096, -0.0060], [-0.0256, -0.0262, 0.0295], [0.0856, 0.0391, 0.0053], [-0.0877, -0.0134, 0.0456], [-0.1559, -0.0968, 0.1720], [0.1130, 0.0064, 0.0186], [-0.0174, -0.0211, 0.0242], [0.3073, -0.2102, -0.1633], [-0.2013, -0.3648, 0.0005], [-0.0587, 0.0813, -0.0974], [-0.1474, 0.3395, -0.0482], [0.3915, -0.0514, 0.0520], [-0.2970, 0.0038, -0.0338], [0.1186, -0.1878, 0.0065], [0.1169, 0.1044, 0.0074], [-0.1833, 0.1279, -0.0117], [-0.0940, -0.0027, 0.0070], [0.1023, -0.0389, -0.0011], [0.0095, 0.1112, 0.0537], [-0.1440, -0.2011, 0.0368], [0.2331, -0.0074, -0.0196], [-0.0014, 0.0127, -0.0189], [-0.0037, 0.0162, -0.0179], [-0.0006, 0.0022, -0.0136], [-0.0055, -0.0016, -0.0026], [0.0013, 0.0084, -0.0195], [0.0189, 0.0197, -0.0223], [0.0061, 0.0079, -0.0050], [-0.0156, 0.0195, 0.0048], [0.0121, -0.0164, -0.0004], [0.0105, 0.0112, -0.0039], [-0.0001, -0.0186, -0.0005], [0.0035, -0.0101, -0.0025], [-0.0037, 0.0028, -0.0034]], "mulliken_charge": [0.258, -1.607, 0.803, 0.528, -1.253, 0.625, -0.417, -0.446, 0.422, -0.756, -0.410, -0.857, -0.222, 0.328, 0.413, 0.313, 0.452, 0.241, 0.220, 0.375, 0.411, 0.413, 0.424, -1.439, 0.942, -0.902, -0.291, 0.080, -0.489, -0.726, 1.226, -0.676, -0.727, 0.180, 0.432, -0.665, -0.788, -0.964, 0.981, -0.613, -0.865, -0.333, 0.187, 0.062, 0.369, 0.374, 0.284, 0.346, 0.495, 0.421, 0.372, 0.400, 0.388, 0.381, 0.412, 0.391, 0.498]}